Molecular formula: C34H61N3P3PrS2
Method: DFT, the ωB97M-V functional and the def2-TZVPD basis

The geometry in XYZ format:
```
104
Properties=species:S:1:pos:R:3:forces:R:3:lowdin_charge:R:1
Pr -9.3064 -14.7310 6.9798 0.02 -1.46 1.08 0.3635
C -10.4297 -10.8199 6.2410 -0.46 -1.52 -1.17 -0.0881
N -10.9772 -11.6964 7.2759 0.93 -1.17 -1.12 -0.1562
C -10.8234 -11.3312 8.6985 -1.30 0.47 -1.35 -0.1771
C -9.4465 -10.9079 9.1170 1.20 0.85 -0.48 -0.1713
N -8.5782 -12.0819 9.4196 0.10 2.49 -1.70 -0.1556
C -7.1440 -11.7186 9.2762 -0.02 -0.93 -1.52 -0.0679
C -8.9513 -12.7927 10.5511 0.83 -1.81 2.42 -0.2862
C -9.4360 -12.2022 11.7674 0.70 0.52 -2.07 -0.0307
C -9.6770 -12.9432 12.8926 -0.06 -0.46 0.69 -0.1138
C -9.3654 -14.3066 12.9215 -0.27 0.45 -1.20 -0.0774
C -8.8796 -14.9088 11.7499 -0.72 0.88 0.62 -0.1323
C -8.6391 -14.1928 10.5764 -0.17 0.41 0.20 -0.5485
S -7.8676 -15.2008 9.2853 -0.46 1.15 0.30 0.5186
C -12.0574 -12.5206 6.8164 -1.66 -0.30 -0.20 -0.2630
C -12.8924 -12.1321 5.7060 1.63 1.08 0.06 -0.0613
C -13.9584 -12.8623 5.2180 0.65 0.27 -0.51 -0.1112
C -14.3583 -13.9903 5.9394 -0.66 -0.06 0.77 -0.1204
C -13.6907 -14.3971 7.0881 0.89 0.93 -0.73 -0.1162
C -12.4437 -13.7475 7.4241 -0.48 -0.52 0.87 -0.5970
S -11.4952 -14.5362 8.6973 0.15 0.06 -0.10 0.5976
H -10.7061 -11.3683 5.2563 0.74 1.47 1.43 0.1037
H -9.3471 -10.7128 6.2502 0.23 -0.30 0.31 0.0564
H -10.8091 -9.8041 6.2733 -0.50 0.30 -0.22 0.0872
H -11.1889 -12.1811 9.2452 0.07 -0.32 0.57 0.0512
H -11.5290 -10.5118 8.8614 -0.01 0.28 0.32 0.1277
H -9.5803 -10.2018 9.9940 0.40 -0.68 -0.83 0.1191
H -8.9413 -10.2749 8.2722 -0.80 -1.17 1.58 0.1346
H -6.8192 -10.7691 9.6979 -0.30 0.10 0.70 0.0797
H -6.9342 -11.5847 8.1711 -0.26 -0.25 0.94 0.0805
H -6.5043 -12.5544 9.6100 -0.42 0.48 0.03 0.0706
H -9.5348 -11.1048 11.8126 -0.24 -0.68 -0.09 0.1055
H -10.1316 -12.4403 13.7510 0.33 -0.28 -0.12 0.1011
H -9.5932 -14.8636 13.8067 0.02 -0.42 0.25 0.0885
H -8.7855 -15.9648 11.6370 0.32 -0.64 0.47 0.0744
H -12.5708 -11.2058 5.1715 -0.71 -0.87 0.41 0.1002
H -14.3634 -12.5236 4.2351 -0.13 -0.51 1.14 0.1115
H -15.2913 -14.4876 5.7289 -0.10 -0.15 -0.42 0.0925
H -14.1044 -15.2134 7.7202 0.72 0.64 -0.59 0.1095
C -4.9243 -14.0827 7.7297 -0.19 -0.79 0.46 -0.2738
P -5.7324 -15.6020 7.0078 -0.63 1.39 -0.53 0.7760
C -4.7292 -16.9514 7.6477 -0.46 0.56 1.08 -0.2743
C -5.0915 -15.3742 5.3033 -0.01 -1.38 -0.87 -0.4530
C -5.4517 -14.0636 4.6293 0.26 0.83 0.57 -0.4199
P -7.2286 -13.6029 4.8272 -0.02 0.45 0.03 0.8225
C -7.2234 -11.9198 4.0908 -1.18 0.13 0.07 -0.2780
C -7.9793 -14.6051 3.4779 0.15 -0.94 0.94 -0.2476
H -4.0846 -13.7170 7.1593 0.67 -0.28 -0.17 0.0288
H -4.6239 -14.2751 8.7837 -0.39 0.34 -0.67 0.0609
H -5.6557 -13.2934 7.6466 -0.31 0.21 0.46 -0.0161
H -5.1302 -16.9253 8.6835 0.69 -0.30 -0.16 0.0416
H -3.6435 -16.7776 7.6214 -0.37 -0.39 -0.07 0.0572
H -5.1154 -17.8711 7.2340 0.44 -0.40 -0.30 0.0135
H -5.4260 -16.2814 4.7132 0.57 0.98 0.46 0.0756
H -4.0155 -15.3718 5.4323 0.43 -0.40 -0.42 0.0703
H -5.2202 -13.9985 3.5602 0.05 -0.34 0.05 0.0878
H -4.7827 -13.3150 5.1110 -0.79 -0.02 -0.30 0.0839
H -6.8810 -11.1576 4.7732 0.55 0.05 0.28 0.0329
H -8.2210 -11.5490 3.8030 0.03 -0.55 0.20 0.0441
H -6.6666 -11.9303 3.1809 0.74 0.14 -0.62 0.0292
H -9.0032 -14.9005 3.7902 0.59 -0.12 -0.49 0.0287
H -7.3311 -15.4917 3.3023 -0.69 0.31 0.28 0.0537
H -8.0029 -14.0609 2.5674 -0.19 0.60 -0.89 0.0295
C -11.9379 -18.7342 7.9690 -0.82 0.08 1.29 -0.1150
C -10.5136 -19.2235 7.8006 0.81 0.42 -0.20 -0.5667
C -10.5852 -20.7664 7.7536 1.19 -1.02 -2.12 -0.0954
C -9.5924 -18.7650 9.0236 -0.68 -0.12 -0.49 -0.0683
P -9.7723 -18.3772 6.2394 -0.33 0.08 -1.16 0.9036
N -9.3594 -16.8925 6.4940 -0.39 1.22 -0.04 -0.4315
C -8.2335 -19.3057 5.6160 -0.47 -0.49 -0.29 -0.6125
C -7.4498 -19.7555 6.8142 0.01 -0.72 1.72 -0.1263
C -8.5138 -20.5868 4.7780 -0.50 0.03 -0.12 -0.0847
C -7.3731 -18.2952 4.7963 0.79 -0.47 -0.33 -0.1043
C -11.0719 -18.4891 4.7550 -0.47 0.03 1.34 -0.5627
C -10.4564 -18.2112 3.4041 -0.41 -1.00 -1.41 -0.1203
C -12.0899 -17.3001 5.0140 -0.15 -0.57 -0.74 -0.0866
C -11.7945 -19.8508 4.5491 -0.09 0.60 0.25 -0.0822
H -12.2723 -19.1536 8.9635 -0.10 0.20 -1.10 0.1090
H -12.5994 -19.0267 7.1465 0.11 -0.45 0.37 0.0643
H -12.0947 -17.6627 8.0632 0.57 0.31 0.11 0.0531
H -10.6300 -21.1723 8.7434 0.37 -0.15 0.79 0.0694
H -9.6707 -21.2003 7.1751 -1.69 0.52 1.41 0.0698
H -11.4738 -21.2442 7.2663 0.54 0.95 0.08 0.0803
H -10.1723 -18.7361 9.9629 0.04 -0.31 -0.39 0.0883
H -9.1487 -17.7662 8.9378 -0.28 -0.13 -0.39 0.0200
H -8.7695 -19.4681 9.1174 -0.04 -0.06 0.26 0.0536
H -8.0258 -20.4710 7.5173 1.17 1.15 -1.33 0.0867
H -7.1702 -18.8807 7.3912 0.04 0.14 0.43 0.0629
H -6.5108 -20.2346 6.5050 -0.20 -0.08 -0.01 0.0880
H -9.2621 -21.3182 5.2442 0.94 1.24 -0.78 0.0901
H -7.5652 -21.1435 4.6666 -0.33 0.25 -0.05 0.0841
H -8.8354 -20.2282 3.7794 0.08 -1.01 0.57 0.0517
H -7.1532 -17.3442 5.3279 -0.35 -0.85 -0.03 0.0198
H -7.8546 -18.0195 3.8501 0.01 -0.06 0.24 0.0550
H -6.3882 -18.7854 4.5034 -1.02 0.41 0.46 0.1073
H -10.2861 -17.1627 3.2527 0.76 0.48 -0.05 0.0581
H -11.2564 -18.4636 2.6528 0.58 0.27 0.48 0.1013
H -9.6078 -18.8801 3.1153 -0.69 1.06 0.30 0.0613
H -12.4758 -17.2815 6.0342 0.30 0.26 -0.15 0.0376
H -13.0327 -17.3881 4.3650 1.52 0.15 0.47 0.1090
H -11.5093 -16.3715 4.7861 -0.90 -0.51 0.33 0.0636
H -11.1377 -20.5504 4.0433 0.10 -0.10 -0.08 0.0602
H -12.6070 -19.5927 3.8494 -0.02 -0.51 0.37 0.0815
H -12.1679 -20.3556 5.4442 -0.14 0.32 -0.14 0.0540
```
Forces are in eV/Å.

Calculated values
Energy (Eh): -3833.8079
Relative energy (zero: lowest compared OMol25 entry of this formula, charge and spin) (kJ/mol): 122.0
Orbital gap (alpha / beta) (eV): 6.9 / 6.9
2S+1: 3
Largest force on an atom (Eh/bohr): 0.061
Charge: 0